DFT (ωB97M-V/def2-TZVPD) results for the molecule C3H5NO2 at a distorted geometry.

The calculation puts the strongest force on any atom at 0.022 Eh/bohr. The SMILES is COC(N)=C=O. The calculated total energy is -322.41648 hartree. The calculation puts the relative energy (zero: lowest compared OMol25 entry of this formula, charge and spin) at 99.05 kcal/mol. The frontier orbital gap is 7.509 eV.

The geometry in XYZ format:
```
11
Properties=species:S:1:pos:R:3:forces:R:3
C 0.540 -0.774 -1.598 -0.8 -0.3 0.0
O -0.748 -0.620 -0.578 0.9 0.2 -0.3
C -0.513 0.119 0.438 0.3 0.0 -0.1
N -1.323 0.435 1.417 0.3 -0.2 -0.4
C 0.997 0.687 0.423 0.5 0.7 0.8
O 1.196 1.389 1.397 -0.2 -0.1 0.1
H 1.422 -1.261 -1.169 -0.7 0.2 0.2
H -0.002 -1.424 -2.271 0.0 -0.1 -0.2
H 0.862 0.153 -2.082 -0.5 -0.2 0.5
H -0.865 1.051 2.105 0.0 -0.2 -0.3
H -2.285 0.161 1.570 0.2 -0.1 -0.3
```
Positions in Å, forces in eV/Å.

Löwdin population analysis, charges in e, atoms 1 to 5: atom 1 (C): 0.01, atom 2 (O): -0.01, atom 3 (C): -0.39, atom 4 (N): 0.20, atom 5 (C): -0.19

***

DFT (ωB97M-V/def2-TZVPD) results for the molecule C3H5NO2.

The calculation puts the strongest force on any atom at 0.009 Eh/bohr. The SMILES is CC(=O)/N=C/O. The calculated total energy is -322.55129 hartree. The calculation puts the relative energy (zero: lowest compared OMol25 entry of this formula, charge and spin) at 14.46 kcal/mol. The frontier orbital gap is 10.639 eV.

The geometry in XYZ format:
```
11
Properties=species:S:1:pos:R:3:forces:R:3
C -1.853 0.218 0.033 -0.1 0.1 0.0
C -0.423 0.689 0.109 -0.1 0.2 0.1
O -0.071 1.826 0.334 -0.2 -0.4 -0.1
N 0.455 -0.397 -0.124 0.4 0.0 0.0
C 1.704 -0.184 -0.003 -0.2 0.0 0.0
O 2.564 -1.172 -0.206 -0.1 -0.1 -0.1
H -2.005 -0.272 -0.935 0.0 0.1 0.2
H -2.566 1.032 0.165 0.2 0.0 0.0
H -2.011 -0.550 0.799 0.0 0.1 -0.1
H 2.188 0.759 0.263 -0.2 -0.1 0.0
H 2.019 -1.948 -0.435 0.2 0.1 0.0
```
Positions in Å, forces in eV/Å.

Löwdin population analysis, charges in e, atoms 1 to 5: atom 1 (C): -0.02, atom 2 (C): -0.52, atom 3 (O): 0.07, atom 4 (N): 0.11, atom 5 (C): -0.24

***

DFT (ωB97M-V/def2-TZVPD) results for the molecule C3H5NO2.

The calculation puts the strongest force on any atom at 0.011 Eh/bohr. The SMILES is [H]/N=C(/C)OC=O. The calculated total energy is -322.53216 hartree. The calculation puts the relative energy (zero: lowest compared OMol25 entry of this formula, charge and spin) at 26.46 kcal/mol. The frontier orbital gap is 11.611 eV.

The geometry in XYZ format:
```
11
Properties=species:S:1:pos:R:3:forces:R:3
H -0.071 2.574 -0.100 -0.1 0.0 0.0
N -0.730 1.887 0.269 0.2 -0.3 -0.1
C -0.309 0.718 0.073 -0.3 0.2 0.1
C -1.069 -0.502 0.499 0.0 0.0 0.0
O 0.895 0.509 -0.580 0.0 0.1 -0.1
C 1.446 -0.738 -0.724 0.0 -0.4 -0.3
O 1.296 -1.414 -1.694 0.0 0.4 0.5
H -0.494 -1.096 1.218 0.0 0.1 -0.1
H -1.295 -1.143 -0.359 0.1 0.1 0.1
H -2.000 -0.178 0.965 0.2 0.0 -0.1
H 2.095 -1.007 0.124 0.0 0.0 -0.1
```
Positions in Å, forces in eV/Å.

Löwdin population analysis, charges in e, atoms 1 to 5: atom 1 (H): 0.07, atom 2 (N): 0.16, atom 3 (C): -0.47, atom 4 (C): -0.02, atom 5 (O): 0.03

***

DFT (ωB97M-V/def2-TZVPD) results for a cluster of 2 separate species, C3H5NO2 in total at a distorted geometry.

The calculation puts the strongest force on any atom at 0.051 Eh/bohr. The SMILES is N#CCC=O.O. The calculated total energy is -322.46979 hartree. The calculation puts the relative energy (zero: lowest compared OMol25 entry of this formula, charge and spin) at 65.60 kcal/mol. The frontier orbital gap is 11.259 eV.

The geometry in XYZ format:
```
11
Properties=species:S:1:pos:R:3:forces:R:3
N -2.536 -0.630 -1.183 1.1 0.3 0.7
C -1.581 -0.536 -0.534 -0.6 -0.7 -0.5
C -0.412 -0.538 0.338 0.2 -2.3 0.8
C 0.937 -0.653 -0.204 0.9 1.1 -0.7
O 1.914 -0.251 0.395 0.1 -0.4 -0.5
H -0.003 -1.641 0.584 -2.5 0.5 0.6
H -0.552 0.032 1.258 0.3 -0.3 -0.3
H 0.957 -1.234 -1.140 0.4 0.0 -0.1
O 0.237 1.776 -0.181 0.3 0.9 0.0
H 1.065 1.349 0.105 -0.2 0.7 0.0
H -0.024 2.325 0.563 0.0 0.3 -0.1
```
Positions in Å, forces in eV/Å.

Löwdin population analysis, charges in e, atoms 1 to 5: atom 1 (N): 0.16, atom 2 (C): -0.20, atom 3 (C): -0.15, atom 4 (C): -0.34, atom 5 (O): 0.04

***

DFT (ωB97M-V/def2-TZVPD) results for a cluster of 2 separate species, C3H5NO2 in total at a distorted geometry.

The calculation puts the strongest force on any atom at 0.072 Eh/bohr. The calculated total energy is -322.44409 hartree. The calculation puts the relative energy (zero: lowest compared OMol25 entry of this formula, charge and spin) at 81.73 kcal/mol. The frontier orbital gap is 9.009 eV.

The geometry in XYZ format:
```
11
Properties=species:S:1:pos:R:3:forces:R:3
O 2.032 0.218 -1.105 -1.4 0.9 0.6
C 1.444 0.626 -0.159 1.0 -3.1 1.7
C 0.103 -0.541 0.985 0.6 0.9 -1.1
N -0.837 -0.722 -0.063 -1.3 -0.2 -0.5
C -1.138 0.315 -0.840 1.3 1.1 0.9
O -0.577 1.392 -0.523 -0.7 -0.4 -1.1
H 1.834 1.266 0.644 -0.3 0.8 -0.5
H 0.053 -1.438 1.640 1.1 0.4 -0.7
H -0.036 0.356 1.593 -0.7 -0.2 -0.2
H -1.102 -1.616 -0.446 0.1 -0.3 0.6
H -1.775 0.143 -1.727 0.2 0.2 0.4
```
Positions in Å, forces in eV/Å.

Löwdin population analysis, charges in e, atoms 1 to 5: atom 1 (O): 0.07, atom 2 (C): -0.15, atom 3 (C): -0.06, atom 4 (N): -0.04, atom 5 (C): -0.32

***

DFT (ωB97M-V/def2-TZVPD) results for a cluster of 2 separate species, C3H5NO2 in total.

The calculation puts the strongest force on any atom at 0.009 Eh/bohr. The calculated total energy is -322.41358 hartree. The calculation puts the relative energy (zero: lowest compared OMol25 entry of this formula, charge and spin) at 100.87 kcal/mol. The frontier orbital gap is 9.959 eV.

The geometry in XYZ format:
```
11
Properties=species:S:1:pos:R:3:forces:R:3
N -2.103 -0.157 1.337 0.4 0.0 -0.1
C -0.960 -0.206 0.838 -0.4 0.1 0.2
O -0.676 -1.124 -0.207 0.1 0.0 -0.1
C 0.557 -1.062 -0.642 0.0 0.1 0.4
C 1.186 -0.011 0.235 0.2 -0.1 -0.1
O 0.152 0.490 1.093 -0.1 0.0 0.0
H -2.149 0.551 2.066 0.0 -0.1 0.0
H 0.093 0.953 -2.609 0.0 0.0 0.0
H 0.309 0.240 -2.602 0.0 0.1 -0.1
H 1.971 -0.480 0.838 0.0 0.0 -0.1
H 1.621 0.806 -0.349 -0.1 -0.1 0.1
```
Positions in Å, forces in eV/Å.

Löwdin population analysis, charges in e, atoms 1 to 5: atom 1 (N): 0.20, atom 2 (C): -0.49, atom 3 (O): 0.02, atom 4 (C): -0.01, atom 5 (C): -0.17

***

Repeat the fourth record exactly.
DFT (ωB97M-V/def2-TZVPD) results for a cluster of 2 separate species, C3H5NO2 in total at a distorted geometry.

The calculation puts the strongest force on any atom at 0.051 Eh/bohr. The SMILES is N#CCC=O.O. The calculated total energy is -322.46979 hartree. The calculation puts the relative energy (zero: lowest compared OMol25 entry of this formula, charge and spin) at 65.60 kcal/mol. The frontier orbital gap is 11.259 eV.

The geometry in XYZ format:
```
11
Properties=species:S:1:pos:R:3:forces:R:3
N -2.536 -0.630 -1.183 1.1 0.3 0.7
C -1.581 -0.536 -0.534 -0.6 -0.7 -0.5
C -0.412 -0.538 0.338 0.2 -2.3 0.8
C 0.937 -0.653 -0.204 0.9 1.1 -0.7
O 1.914 -0.251 0.395 0.1 -0.4 -0.5
H -0.003 -1.641 0.584 -2.5 0.5 0.6
H -0.552 0.032 1.258 0.3 -0.3 -0.3
H 0.957 -1.234 -1.140 0.4 0.0 -0.1
O 0.237 1.776 -0.181 0.3 0.9 0.0
H 1.065 1.349 0.105 -0.2 0.7 0.0
H -0.024 2.325 0.563 0.0 0.3 -0.1
```
Positions in Å, forces in eV/Å.

Löwdin population analysis, charges in e, atoms 1 to 5: atom 1 (N): 0.16, atom 2 (C): -0.20, atom 3 (C): -0.15, atom 4 (C): -0.34, atom 5 (O): 0.04

***

> Which value of relative energy (zero: lowest compared OMol25 entry of this formula, charge and spin) does entry 1 give?

99.05 kcal/mol

***

> Which of these has the lowest calculated total energy?

number 2